[1]
Density functional theory data (ωB97M-V/def2-TZVPD) for a molecular structure, C23H35N6O3SeTl.

## Properties
HOMO energy	-7.1804	eV
relative energy (zero: lowest compared OMol25 entry of this formula, charge and spin)	0.00	kcal per mole

Geometry as ORCA input:
```
! RIJCOSX wB97M-V def2-TZVPD def2/J DEFGRID3
* xyz 0 1
Tl -0.303 -0.847 -0.695
C -3.384 -0.099 -0.874
C -2.965 0.093 -2.205
C -2.563 -1.147 -2.719
C -2.731 -2.118 -1.711
C -3.242 -1.475 -0.567
H -3.895 0.657 -0.286
H -2.985 1.032 -2.742
H -2.194 -1.332 -3.718
H -2.539 -3.177 -1.808
H -3.549 -1.979 0.342
N -0.480 -2.695 1.340
C 0.176 -2.415 2.616
C -0.533 -3.051 3.826
C -2.014 -2.705 4.038
C -2.328 -1.370 4.716
N -2.026 -0.186 3.919
C -2.667 0.175 2.818
N -3.901 -0.289 2.556
N -2.090 1.044 1.987
C 0.453 -0.907 2.832
O 0.696 -0.545 3.997
O 0.360 -0.137 1.830
H -1.491 -2.657 1.401
H -0.228 -3.609 0.986
H 1.173 -2.861 2.556
H 0.030 -2.795 4.724
H -0.472 -4.136 3.703
H -2.445 -3.475 4.685
H -2.572 -2.781 3.098
H -1.734 -1.272 5.623
H -3.376 -1.339 5.028
H -1.075 0.163 4.039
H -4.300 -0.992 3.150
H -4.225 -0.261 1.601
H -1.064 0.962 1.980
H -2.510 1.132 1.072
C 3.424 0.263 0.282
N 3.404 -0.119 -1.118
C 3.047 -1.336 -1.584
Se 2.591 -2.824 -0.622
N 3.091 -1.265 -2.939
C 3.502 -0.007 -3.350
C 3.697 0.551 -4.603
C 4.124 1.869 -4.645
C 4.347 2.597 -3.473
C 4.144 2.037 -2.222
C 3.712 0.721 -2.182
H 2.605 -0.230 0.799
H 3.274 1.338 0.341
H 4.371 -0.016 0.743
H 2.861 -2.056 -3.514
H 3.524 -0.016 -5.508
H 4.290 2.342 -5.603
H 4.683 3.623 -3.544
H 4.302 2.607 -1.317
C -0.864 3.135 -0.870
C -0.445 3.311 -2.329
C 0.663 2.270 -2.472
O 1.187 2.041 -1.154
C 0.476 2.847 -0.213
H -1.523 2.267 -0.784
H -1.364 4.008 -0.452
H -0.055 4.318 -2.493
H -1.259 3.139 -3.032
H 1.476 2.593 -3.126
H 0.266 1.322 -2.848
H 1.025 3.779 -0.028
H 0.415 2.286 0.720
*
```

=====

[2]
Density functional theory data (ωB97M-V/def2-TZVPD) for 4 unconnected molecules or ions with the total composition C23H36BClO9PS3 at a distorted geometry.

## Properties
HOMO energy	-4.7354	eV

Geometry as ORCA input:
```
! RIJCOSX wB97M-V def2-TZVPD def2/J DEFGRID3
* xyz -1 1
C -2.146 1.283 -3.441
C -1.162 2.006 -3.577
C 0.229 2.703 -3.428
O 0.435 2.964 -2.019
B 1.801 2.761 -1.501
Cl 2.883 4.319 -1.315
C 1.764 1.928 -0.076
C 3.095 1.526 0.538
C 3.039 0.779 1.855
C 1.737 0.415 2.532
C 0.370 0.833 1.913
C 0.451 1.577 0.607
O 2.444 2.063 -2.641
C 1.594 1.948 -3.785
P 1.663 0.178 -4.420
C 2.969 -0.649 -3.307
O 0.258 -0.739 -4.131
H -2.977 0.557 -3.223
H 0.113 3.754 -3.860
H 4.072 1.787 0.028
H 4.026 0.487 2.331
H 1.704 -0.134 3.519
H -0.609 0.589 2.431
H -0.500 1.921 0.096
H 2.021 2.590 -4.634
H 3.879 -0.001 -3.154
H 2.473 -0.889 -2.303
H 3.221 -1.647 -3.773
H 0.386 -1.180 -3.262
C 5.714 -2.380 1.274
C 5.368 -3.815 1.679
C 4.004 -4.148 1.070
S 3.856 -3.142 -0.405
O 2.788 -2.197 -0.209
O 3.929 -3.992 -1.571
C 5.410 -2.286 -0.216
H 6.757 -2.139 1.486
H 5.084 -1.678 1.829
H 6.125 -4.498 1.282
H 5.354 -3.937 2.764
H 3.930 -5.201 0.797
H 3.188 -3.880 1.743
H 5.315 -1.260 -0.572
H 6.159 -2.820 -0.805
C -2.959 -2.647 3.911
C -1.962 -3.681 3.380
C -0.555 -3.133 3.632
S -0.681 -2.067 5.065
O -0.407 -0.714 4.655
O -0.004 -2.686 6.182
C -2.444 -2.244 5.288
H -3.972 -3.050 3.964
H -2.975 -1.776 3.249
H -2.093 -4.623 3.921
H -2.121 -3.887 2.320
H 0.157 -3.932 3.838
H -0.204 -2.529 2.793
H -2.869 -1.309 5.649
H -2.610 -3.039 6.018
C -4.945 4.237 -2.957
C -6.468 4.166 -3.108
C -6.960 2.998 -2.249
S -5.775 2.823 -0.917
O -5.104 1.554 -1.063
O -6.391 3.229 0.325
C -4.671 4.114 -1.464
H -4.540 5.165 -3.364
H -4.481 3.403 -3.493
H -6.913 5.100 -2.750
H -6.765 4.041 -4.151
H -7.947 3.193 -1.831
H -6.973 2.064 -2.814
H -3.640 3.842 -1.238
H -4.943 5.031 -0.937
*
```

=====

[3]
Density functional theory data (ωB97M-V/def2-TZVPD) for a molecular structure, C23H36BF2N2ORuS4SbSi.

## Properties
HOMO energy (spin up / spin down)	-1.9937 / -3.8902	eV
relative energy (zero: lowest compared OMol25 entry of this formula, charge and spin)	0.00	kcal per mole
⟨S²⟩	8.782

Geometry as ORCA input:
```
! RIJCOSX wB97M-V def2-TZVPD def2/J DEFGRID3
* xyz -1 6
Ru -0.006 0.586 -0.681
C 2.819 2.385 -3.044
Si 3.170 3.245 -1.434
C 3.571 5.042 -1.771
C 4.535 2.453 -0.454
O 1.732 3.284 -0.563
H 3.739 2.357 -3.635
H 2.070 2.934 -3.619
H 2.473 1.358 -2.912
H 4.453 5.134 -2.409
H 3.773 5.584 -0.844
H 2.737 5.535 -2.275
H 5.472 2.521 -1.012
H 4.315 1.402 -0.259
H 4.675 2.954 0.506
C -0.826 1.352 -2.558
C -1.944 2.168 -2.070
C -1.786 3.528 -1.748
C -2.847 4.284 -1.282
C -4.107 3.718 -1.115
C -4.279 2.369 -1.405
C -3.219 1.608 -1.868
H -0.055 1.911 -3.087
H -1.158 0.494 -3.142
H -0.809 3.981 -1.861
H -2.689 5.329 -1.042
H -4.935 4.313 -0.749
H -5.249 1.905 -1.271
H -3.370 0.555 -2.093
S 0.152 -3.019 3.607
C 1.424 -2.699 2.503
S 1.950 -1.060 2.107
C 2.027 -1.499 0.404
N 1.898 -2.751 0.166
N 1.721 -3.463 1.334
C 1.707 -4.845 1.239
C 1.799 -5.636 2.393
C 1.798 -7.015 2.286
C 1.706 -7.645 1.049
C 1.619 -6.859 -0.092
C 1.617 -5.476 -0.010
S 2.213 -0.296 -0.859
H 1.845 -5.154 3.358
H 1.868 -7.608 3.190
H 1.704 -8.725 0.978
H 1.549 -7.326 -1.068
H 1.557 -4.868 -0.901
C -2.601 -2.003 -2.037
S -1.007 -1.960 -1.197
C -1.442 -2.910 0.275
H -3.392 -1.563 -1.428
H -2.856 -3.036 -2.272
H -2.512 -1.443 -2.967
H -1.356 -3.976 0.070
H -2.455 -2.667 0.592
H -0.757 -2.662 1.085
C -2.317 2.845 2.198
Sb -1.442 0.978 1.650
C -0.777 0.436 3.591
C -3.272 -0.130 1.568
H -3.027 2.659 3.006
H -2.831 3.277 1.342
H -1.546 3.532 2.535
H -1.607 0.566 4.285
H 0.046 1.093 3.873
H -0.434 -0.599 3.605
H -3.311 -0.837 2.396
H -3.334 -0.673 0.628
H -4.108 0.566 1.634
F 0.337 4.011 1.140
B 1.429 3.352 0.739
F 2.164 2.802 1.704
*
```

=====

[4]
Density functional theory data (ωB97M-V/def2-TZVPD) for a molecular structure, C23H36Cl2InO10 at a distorted geometry.

## Properties
HOMO energy	-4.9058	eV

Geometry as ORCA input:
```
! RIJCOSX wB97M-V def2-TZVPD def2/J DEFGRID3
* xyz -1 1
C -6.641 4.014 0.122
C -5.245 3.601 -0.231
Cl -4.326 4.961 -0.829
C -4.638 2.402 -0.166
Cl -5.687 1.113 0.441
In -2.524 1.738 -0.703
H -6.640 4.889 0.777
H -7.157 3.201 0.634
H -7.214 4.275 -0.773
H -1.855 1.156 0.823
H -2.707 0.394 -1.841
H -1.596 3.068 -1.353
O 1.001 1.215 -1.220
C 1.647 0.575 -0.445
O 1.470 0.637 0.895
C 2.489 -0.133 1.566
C 2.965 -1.155 0.537
C 2.798 -0.372 -0.760
H 3.276 0.555 1.866
H 2.056 -0.600 2.449
H 3.978 -1.505 0.723
H 2.292 -2.010 0.561
H 3.680 0.227 -0.991
H 2.540 -0.987 -1.619
O 5.326 1.426 2.026
C 5.294 2.186 1.103
O 5.270 1.742 -0.170
C 5.233 2.840 -1.096
C 4.714 4.025 -0.287
C 5.233 3.704 1.116
H 6.244 3.005 -1.476
H 4.594 2.563 -1.925
H 5.031 4.985 -0.687
H 3.623 4.006 -0.272
H 6.239 4.084 1.303
H 4.570 4.042 1.907
O 1.794 -4.044 1.188
C 0.782 -4.228 1.799
O 0.176 -5.436 1.847
C -1.072 -5.335 2.560
C -0.940 -4.095 3.437
C -0.029 -3.215 2.583
H -1.874 -5.237 1.825
H -1.216 -6.256 3.119
H -1.892 -3.637 3.686
H -0.435 -4.356 4.368
H -0.588 -2.600 1.874
H 0.629 -2.572 3.160
O -4.552 -3.162 3.636
C -5.635 -3.068 3.142
O -6.720 -3.648 3.723
C -7.879 -3.489 2.891
C -7.572 -2.290 2.002
C -6.053 -2.385 1.854
H -8.013 -4.407 2.314
H -8.744 -3.350 3.535
H -8.116 -2.310 1.060
H -7.829 -1.366 2.519
H -5.759 -3.023 1.019
H -5.583 -1.412 1.753
O 6.897 1.358 -4.771
C 5.711 1.279 -4.897
O 4.879 1.193 -3.836
C 3.513 1.014 -4.267
C 3.477 1.551 -5.694
C 4.895 1.238 -6.179
H 3.278 -0.050 -4.215
H 2.861 1.547 -3.578
H 2.686 1.106 -6.292
H 3.323 2.630 -5.679
H 4.979 0.234 -6.598
H 5.286 1.956 -6.893
*
```